Record 1
{
  "formula": "C21H44N2O2",
  "method": "wB97M-V/def2-TZVPD",
  "gap_ev": [7.98, 9.01],
  "charge": 1,
  "s_squared": 0.7540,
  "fmax_ev_per_a": 2.873,
  "spin_multiplicity": 2,
  "elements": ["C", "C", "O", "C", "C", "C", "C", "C", "C", "N", "O", "C", "C", "C", "C", "H", "H", "H", "H", "H", "H", "H", "H", "H", "H", "H", "H", "H", "H", "H", "H", "H", "H", "H", "H", "H", "H", "H", "H", "C", "C", "C", "C", "N", "C", "C", "C", "C", "C", "H", "H", "H", "H", "H", "H", "H", "H", "H", "H", "H", "H", "H", "H", "H", "H", "H", "H", "H", "H"],
  "coordinates": [[1.087, 0.126, 3.975], [2.042, 0.555, 2.802], [1.526, -0.069, 1.635], [2.388, 0.067, 0.501], [1.646, -0.657, -0.714], [2.625, 1.552, 0.033], [3.912, 1.778, -0.833], [3.548, 2.807, -1.985], [4.972, 2.507, 0.066], [4.411, 0.566, -1.511], [5.350, 0.808, -2.349], [4.723, -0.548, -0.597], [6.200, -0.559, -0.068], [4.568, -1.912, -1.399], [3.781, -0.640, 0.658], [0.020, 0.182, 3.694], [1.307, -0.943, 4.200], [1.317, 0.686, 4.903], [3.052, 0.215, 3.100], [2.031, 1.664, 2.774], [0.546, -0.589, -0.591], [2.003, -0.212, -1.659], [1.918, -1.732, -0.629], [2.617, 2.301, 0.847], [1.757, 1.811, -0.621], [2.770, 3.524, -1.671], [3.279, 2.253, -2.909], [4.492, 3.348, -2.214], [4.535, 3.490, 0.338], [5.944, 2.625, -0.450], [5.091, 1.922, 1.003], [6.379, -1.557, 0.391], [6.336, 0.169, 0.761], [6.954, -0.396, -0.857], [3.660, -1.930, -2.027], [5.457, -2.001, -2.051], [4.536, -2.734, -0.655], [4.354, -0.211, 1.515], [3.569, -1.692, 0.954], [-6.969, -2.675, -0.516], [-6.578, -1.827, -1.721], [-5.065, -1.639, -1.923], [-4.209, -1.371, -0.690], [-4.244, 0.049, -0.121], [-4.021, -0.024, 1.395], [-2.518, -0.035, 1.541], [-2.087, 1.012, 0.533], [-3.046, 0.865, -0.644], [-5.515, 0.800, -0.378], [-6.620, -2.241, 0.424], [-8.055, -2.747, -0.446], [-6.569, -3.688, -0.600], [-7.085, -0.863, -1.658], [-6.979, -2.299, -2.621], [-4.886, -0.879, -2.688], [-4.690, -2.575, -2.350], [-3.167, -1.577, -0.931], [-4.468, -2.060, 0.113], [-4.451, 0.875, 1.839], [-4.524, -0.900, 1.799], [-2.106, -1.014, 1.283], [-2.200, 0.208, 2.553], [-1.044, 0.889, 0.242], [-2.188, 2.011, 0.964], [-2.603, 0.338, -1.487], [-3.404, 1.834, -0.987], [-6.336, 0.263, 0.092], [-5.652, 0.909, -1.450], [-5.425, 1.787, 0.073]]
}

=====

Record 2
{
  "formula": "C21H44N3NdOP2",
  "method": "wB97M-V/def2-TZVPD",
  "gap_ev": [7.37, 7.63],
  "charge": 2,
  "s_squared": 3.7562,
  "fmax_ev_per_a": 4.163,
  "spin_multiplicity": 4,
  "elements": ["Nd", "P", "P", "N", "C", "H", "H", "C", "H", "H", "C", "H", "H", "C", "H", "H", "C", "C", "H", "H", "H", "C", "C", "H", "H", "H", "C", "C", "H", "H", "H", "C", "C", "H", "H", "H", "C", "O", "C", "H", "H", "H", "C", "H", "H", "H", "C", "H", "H", "H", "C", "H", "H", "H", "H", "H", "H", "H", "H", "H", "C", "C", "N", "C", "C", "N", "H", "H", "H", "H", "H", "H"],
  "coordinates": [[-0.649, -0.052, -0.296], [0.092, -2.557, -1.062], [0.100, 2.475, -0.831], [0.312, 0.030, -2.548], [0.120, -2.451, -2.911], [0.616, -3.337, -3.351], [-0.926, -2.418, -3.266], [0.809, -1.135, -3.312], [1.900, -1.199, -3.159], [0.736, -1.051, -4.416], [0.809, 1.266, -3.193], [0.735, 1.296, -4.299], [1.900, 1.316, -3.031], [0.121, 2.539, -2.667], [-0.928, 2.542, -3.014], [0.617, 3.466, -3.006], [1.614, 3.188, -0.146], [1.884, 2.776, 1.321], [2.884, 3.147, 1.604], [1.892, 1.685, 1.468], [1.153, 3.213, 2.018], [-1.567, 3.147, -0.269], [-1.691, 3.164, 1.251], [-2.715, 3.407, 1.582], [-1.010, 3.896, 1.715], [-1.472, 2.173, 1.678], [-1.562, -3.303, -0.562], [-1.712, -3.514, 0.953], [-2.740, -3.830, 1.193], [-1.584, -2.592, 1.537], [-0.998, -4.262, 1.332], [1.628, -3.367, -0.495], [1.958, -3.150, 0.995], [2.946, -3.572, 1.235], [1.218, -3.644, 1.648], [2.048, -2.078, 1.235], [2.026, -0.080, -0.347], [3.175, -0.074, -0.519], [-1.856, 4.497, -0.908], [-1.162, 5.254, -0.525], [-1.763, 4.436, -1.997], [-2.885, 4.797, -0.660], [-1.851, -4.570, -1.361], [-2.882, -4.897, -1.154], [-1.760, -4.396, -2.438], [-1.160, -5.370, -1.066], [1.577, -4.845, -0.862], [2.582, -5.267, -0.704], [0.867, -5.387, -0.220], [1.307, -4.992, -1.914], [1.578, 4.699, -0.361], [0.869, 5.182, 0.326], [2.583, 5.103, -0.166], [1.311, 4.954, -1.394], [2.426, 2.739, -0.751], [2.424, -2.848, -1.061], [-2.298, 2.391, -0.630], [-2.294, -2.520, -0.854], [-2.620, -0.280, -1.780], [-2.941, -0.126, -1.071], [-0.785, 2.194, 4.041], [-0.579, 0.803, 3.584], [-0.374, 0.264, 2.385], [-0.111, -1.087, 2.625], [-0.230, -1.352, 3.975], [-0.560, -0.129, 4.546], [-1.838, 2.452, 4.024], [-0.414, 2.251, 5.059], [-0.253, 2.880, 3.408], [0.170, -1.721, 1.776], [-0.079, -2.249, 4.547], [-0.737, 0.083, 5.515]]
}

=====

Record 3
{
  "formula": "C21H44N3NiOP2",
  "method": "wB97M-V/def2-TZVPD",
  "gap_ev": [8.65, 7.48],
  "charge": 1,
  "s_squared": 2.0233,
  "fmax_ev_per_a": 6.514,
  "spin_multiplicity": 3,
  "elements": ["Ni", "P", "P", "N", "C", "H", "H", "C", "H", "H", "C", "H", "H", "C", "H", "H", "C", "C", "H", "H", "H", "C", "C", "H", "H", "H", "C", "C", "H", "H", "H", "C", "C", "H", "H", "H", "C", "O", "C", "H", "H", "H", "C", "H", "H", "H", "C", "H", "H", "H", "C", "H", "H", "H", "H", "H", "H", "H", "H", "H", "C", "C", "N", "C", "C", "N", "H", "H", "H", "H", "H", "H"],
  "coordinates": [[0.107, -0.038, -0.857], [0.038, -2.290, -0.940], [0.011, 2.170, -0.805], [0.252, 0.057, -2.741], [0.126, -2.392, -2.790], [0.655, -3.296, -3.119], [-0.919, -2.440, -3.121], [0.730, -1.134, -3.427], [1.843, -1.186, -3.431], [0.435, -1.086, -4.496], [0.719, 1.290, -3.355], [0.446, 1.300, -4.430], [1.830, 1.350, -3.334], [0.118, 2.501, -2.630], [-0.914, 2.610, -2.993], [0.669, 3.422, -2.860], [1.471, 3.124, -0.164], [1.797, 2.789, 1.290], [2.843, 3.070, 1.476], [1.691, 1.725, 1.520], [1.172, 3.351, 1.997], [-1.572, 3.024, -0.351], [-1.779, 3.075, 1.161], [-2.833, 3.318, 1.364], [-1.172, 3.855, 1.644], [-1.547, 2.114, 1.642], [-1.541, -3.209, -0.576], [-1.757, -3.555, 0.901], [-2.674, -4.152, 0.991], [-1.901, -2.660, 1.516], [-0.940, -4.151, 1.333], [1.515, -3.338, -0.504], [1.935, -3.196, 0.958], [2.831, -3.809, 1.118], [1.164, -3.536, 1.662], [2.211, -2.167, 1.207], [1.718, -0.090, -0.175], [2.861, -0.071, 0.084], [-1.786, 4.391, -1.011], [-1.094, 5.150, -0.631], [-1.695, 4.352, -2.102], [-2.803, 4.730, -0.779], [-1.770, -4.444, -1.454], [-2.792, -4.801, -1.276], [-1.678, -4.235, -2.523], [-1.092, -5.265, -1.198], [1.399, -4.810, -0.903], [2.387, -5.274, -0.777], [0.704, -5.359, -0.256], [1.111, -4.952, -1.950], [1.402, 4.636, -0.368], [0.708, 5.111, 0.338], [2.397, 5.051, -0.162], [1.136, 4.928, -1.389], [2.285, 2.726, -0.793], [2.302, -2.878, -1.126], [-2.314, 2.322, -0.767], [-2.292, -2.447, -0.850], [-2.541, -0.147, -1.785], [-2.522, -0.097, -1.027], [-0.322, 2.193, 4.620], [-0.247, 0.888, 3.938], [-0.251, 0.604, 2.643], [-0.218, -0.772, 2.551], [-0.214, -1.327, 3.813], [-0.210, -0.253, 4.677], [-1.272, 2.269, 5.176], [0.514, 2.285, 5.330], [-0.274, 2.981, 3.862], [-0.174, -1.278, 1.594], [-0.269, -2.357, 4.131], [-0.157, -0.270, 5.692]]
}

=====

Repeat the first record exactly.
{
  "formula": "C21H44N2O2",
  "method": "wB97M-V/def2-TZVPD",
  "gap_ev": [7.98, 9.01],
  "charge": 1,
  "s_squared": 0.7540,
  "fmax_ev_per_a": 2.873,
  "spin_multiplicity": 2,
  "elements": ["C", "C", "O", "C", "C", "C", "C", "C", "C", "N", "O", "C", "C", "C", "C", "H", "H", "H", "H", "H", "H", "H", "H", "H", "H", "H", "H", "H", "H", "H", "H", "H", "H", "H", "H", "H", "H", "H", "H", "C", "C", "C", "C", "N", "C", "C", "C", "C", "C", "H", "H", "H", "H", "H", "H", "H", "H", "H", "H", "H", "H", "H", "H", "H", "H", "H", "H", "H", "H"],
  "coordinates": [[1.087, 0.126, 3.975], [2.042, 0.555, 2.802], [1.526, -0.069, 1.635], [2.388, 0.067, 0.501], [1.646, -0.657, -0.714], [2.625, 1.552, 0.033], [3.912, 1.778, -0.833], [3.548, 2.807, -1.985], [4.972, 2.507, 0.066], [4.411, 0.566, -1.511], [5.350, 0.808, -2.349], [4.723, -0.548, -0.597], [6.200, -0.559, -0.068], [4.568, -1.912, -1.399], [3.781, -0.640, 0.658], [0.020, 0.182, 3.694], [1.307, -0.943, 4.200], [1.317, 0.686, 4.903], [3.052, 0.215, 3.100], [2.031, 1.664, 2.774], [0.546, -0.589, -0.591], [2.003, -0.212, -1.659], [1.918, -1.732, -0.629], [2.617, 2.301, 0.847], [1.757, 1.811, -0.621], [2.770, 3.524, -1.671], [3.279, 2.253, -2.909], [4.492, 3.348, -2.214], [4.535, 3.490, 0.338], [5.944, 2.625, -0.450], [5.091, 1.922, 1.003], [6.379, -1.557, 0.391], [6.336, 0.169, 0.761], [6.954, -0.396, -0.857], [3.660, -1.930, -2.027], [5.457, -2.001, -2.051], [4.536, -2.734, -0.655], [4.354, -0.211, 1.515], [3.569, -1.692, 0.954], [-6.969, -2.675, -0.516], [-6.578, -1.827, -1.721], [-5.065, -1.639, -1.923], [-4.209, -1.371, -0.690], [-4.244, 0.049, -0.121], [-4.021, -0.024, 1.395], [-2.518, -0.035, 1.541], [-2.087, 1.012, 0.533], [-3.046, 0.865, -0.644], [-5.515, 0.800, -0.378], [-6.620, -2.241, 0.424], [-8.055, -2.747, -0.446], [-6.569, -3.688, -0.600], [-7.085, -0.863, -1.658], [-6.979, -2.299, -2.621], [-4.886, -0.879, -2.688], [-4.690, -2.575, -2.350], [-3.167, -1.577, -0.931], [-4.468, -2.060, 0.113], [-4.451, 0.875, 1.839], [-4.524, -0.900, 1.799], [-2.106, -1.014, 1.283], [-2.200, 0.208, 2.553], [-1.044, 0.889, 0.242], [-2.188, 2.011, 0.964], [-2.603, 0.338, -1.487], [-3.404, 1.834, -0.987], [-6.336, 0.263, 0.092], [-5.652, 0.909, -1.450], [-5.425, 1.787, 0.073]]
}